ORCA calculation (ωB97M-V/def2-TZVPD) on 15 unconnected molecules or ions with the total composition C48H121N5O15.

Positions of all 189 atoms, in Å:
C (-2.892, -3.323, -0.686)
O (-2.452, -4.233, 0.321)
H (-2.159, -2.532, -0.843)
H (-3.031, -3.872, -1.628)
H (-3.911, -2.989, -0.499)
H (-1.519, -4.399, 0.129)
C (3.723, 0.703, -4.533)
O (3.113, 1.904, -5.017)
H (4.054, 0.789, -3.506)
H (3.041, -0.109, -4.814)
H (4.550, 0.462, -5.213)
H (3.153, 1.933, -5.973)
C (-1.123, -1.739, 5.408)
O (-1.718, -3.015, 5.514)
H (-1.302, -1.090, 6.267)
H (-0.046, -1.951, 5.400)
H (-1.369, -1.130, 4.532)
H (-1.813, -3.351, 4.604)
O (-1.563, -4.040, 3.039)
H (-0.965, -4.256, 2.319)
H (-2.436, -4.296, 2.708)
O (4.589, -1.986, -1.532)
H (4.993, -2.828, -1.296)
H (4.100, -1.722, -0.734)
O (0.129, -5.650, 0.401)
H (0.613, -5.835, 1.216)
H (0.359, -6.377, -0.190)
O (2.473, -2.886, 6.323)
H (3.096, -2.372, 5.794)
H (3.027, -3.439, 6.882)
O (1.220, 2.243, -3.030)
H (1.201, 1.471, -2.451)
H (2.154, 2.442, -3.139)
O (3.678, -2.773, -4.169)
H (4.091, -2.055, -3.675)
H (2.738, -2.564, -4.164)
O (5.043, -2.136, 4.706)
H (5.846, -1.982, 5.217)
H (5.309, -2.007, 3.789)
C (-0.201, 5.167, 3.177)
C (-0.817, 4.929, 1.795)
C (-1.865, 3.812, 1.788)
C (-3.205, 4.218, 2.420)
C (-3.733, 5.528, 1.817)
C (-2.691, 6.672, 1.736)
N (-1.405, 6.176, 1.268)
O (-0.468, 7.218, 1.181)
C (-3.248, 7.636, 0.675)
C (-2.735, 7.419, 3.075)
C (0.308, 4.524, 0.823)
H (-0.819, 4.837, 4.013)
H (0.059, 6.214, 3.351)
H (0.784, 4.701, 3.280)
H (-1.880, 3.429, 0.764)
H (-1.434, 2.976, 2.351)
H (-3.052, 4.327, 3.493)
H (-3.926, 3.433, 2.191)
H (-4.586, 5.780, 2.449)
H (-4.098, 5.299, 0.812)
H (-4.326, 7.766, 0.675)
H (-2.697, 8.579, 0.657)
H (-2.956, 7.204, -0.293)
H (-3.632, 8.009, 3.228)
H (-2.531, 6.702, 3.875)
H (-1.864, 8.085, 3.075)
H (1.175, 5.182, 0.866)
H (0.031, 4.395, -0.224)
H (0.613, 3.527, 1.145)
H (-0.432, 7.416, 0.239)
C (-7.509, 0.342, -1.608)
C (-6.435, -0.537, -2.289)
C (-6.804, -0.656, -3.758)
C (-6.374, 0.489, -4.630)
C (-4.986, 1.096, -4.403)
C (-4.551, 1.115, -2.921)
N (-5.086, -0.036, -2.156)
O (-4.660, -0.091, -0.819)
C (-3.019, 1.004, -2.859)
C (-4.948, 2.441, -2.246)
C (-6.541, -1.965, -1.715)
H (-8.492, -0.111, -1.465)
H (-7.631, 1.236, -2.224)
H (-7.260, 0.704, -0.607)
H (-6.341, -1.563, -4.167)
H (-7.871, -0.871, -3.831)
H (-7.093, 1.317, -4.519)
H (-6.585, 0.300, -5.687)
H (-5.086, 2.148, -4.667)
H (-4.239, 0.639, -5.051)
H (-2.546, 1.297, -1.910)
H (-2.701, -0.037, -2.947)
H (-2.533, 1.715, -3.528)
H (-6.018, 2.649, -2.277)
H (-4.661, 2.334, -1.197)
H (-4.434, 3.340, -2.593)
H (-6.466, -1.932, -0.626)
H (-5.763, -2.615, -2.116)
H (-7.519, -2.411, -1.902)
H (-3.701, -0.178, -0.861)
C (-1.229, -9.581, -4.966)
C (-1.561, -8.122, -5.264)
C (-2.724, -7.732, -4.342)
C (-2.890, -6.215, -4.168)
C (-1.562, -5.548, -3.762)
C (-0.359, -5.905, -4.672)
N (-0.342, -7.372, -4.868)
O (0.794, -7.756, -5.598)
C (-0.324, -5.116, -5.965)
C (0.817, -5.511, -3.780)
C (-1.935, -7.859, -6.712)
H (-0.503, -9.684, -4.166)
H (-2.105, -10.166, -4.662)
H (-0.926, -10.148, -5.852)
H (-3.678, -8.039, -4.778)
H (-2.698, -8.134, -3.327)
H (-3.229, -5.830, -5.140)
H (-3.720, -5.932, -3.519)
H (-1.425, -5.921, -2.750)
H (-1.712, -4.486, -3.962)
H (0.590, -5.345, -6.524)
H (-0.173, -4.044, -5.805)
H (-1.191, -5.291, -6.594)
H (0.907, -4.441, -3.565)
H (1.755, -5.773, -4.283)
H (0.843, -5.945, -2.780)
H (-2.592, -7.004, -6.883)
H (-1.071, -7.714, -7.366)
H (-2.481, -8.677, -7.195)
H (0.612, -7.548, -6.530)
C (1.804, 1.155, 2.124)
C (2.618, -0.038, 1.590)
C (2.466, -1.203, 2.578)
C (1.083, -1.836, 2.529)
C (0.628, -2.165, 1.082)
C (0.895, -1.079, 0.039)
N (2.184, -0.431, 0.259)
O (2.606, 0.476, -0.713)
C (1.123, -1.851, -1.302)
C (-0.286, -0.096, -0.140)
C (4.113, 0.350, 1.570)
H (2.288, 1.688, 2.945)
H (0.830, 0.813, 2.472)
H (1.673, 1.904, 1.343)
H (3.199, -1.992, 2.375)
H (2.603, -0.930, 3.627)
H (0.303, -1.157, 2.890)
H (1.026, -2.660, 3.242)
H (-0.403, -2.518, 1.133)
H (1.205, -3.029, 0.736)
H (1.874, -2.637, -1.175)
H (0.183, -2.358, -1.543)
H (1.535, -1.334, -2.170)
H (-1.202, -0.676, -0.022)
H (-0.226, 0.687, 0.617)
H (-0.326, 0.482, -1.064)
H (4.637, -0.303, 0.862)
H (4.637, 0.209, 2.516)
H (4.249, 1.377, 1.236)
H (3.346, -0.021, -1.070)
C (3.891, 4.739, 6.543)
C (4.495, 4.013, 5.322)
C (3.482, 4.254, 4.194)
C (3.988, 4.143, 2.733)
C (5.346, 4.759, 2.519)
C (6.335, 4.472, 3.654)
N (5.748, 4.714, 4.952)
O (6.725, 4.505, 5.959)
C (6.962, 3.087, 3.462)
C (7.431, 5.562, 3.463)
C (4.571, 2.475, 5.507)
H (4.596, 4.645, 7.381)
H (3.024, 4.185, 6.900)
H (3.724, 5.805, 6.417)
H (2.670, 3.528, 4.156)
H (3.111, 5.281, 4.253)
H (3.214, 4.414, 2.014)
H (4.133, 3.075, 2.508)
H (5.183, 5.838, 2.423)
H (5.730, 4.367, 1.575)
H (6.181, 2.347, 3.249)
H (7.561, 3.037, 2.549)
H (7.539, 2.696, 4.297)
H (8.277, 5.408, 4.135)
H (7.830, 5.473, 2.450)
H (7.055, 6.573, 3.603)
H (4.269, 1.899, 4.631)
H (3.871, 2.145, 6.277)
H (5.599, 2.229, 5.776)
H (6.399, 5.016, 6.707)

As for the multiplicity: 1. The value obtained for the LUMO energy is -0.004 Ha. Its net charge is 0. As for the HOMO energy: -7.9 eV. For the frontier orbital gap, the calculation gives 7.8 eV. As for the energy above the lowest of the compared OMol25 structures with the same formula, charge and spin: 28.3 kcal per mole.

---

ORCA calculation (ωB97M-V/def2-TZVPD) on a gas-phase ion, C7H6N3 (charge +1).

Positions of all 16 atoms, in Å:
C (0.335, -0.732, -3.445)
N (0.447, -0.829, -2.025)
C (0.608, 0.107, -1.199)
N (0.916, 0.167, 0.086)
C (0.144, 0.220, 1.146)
C (0.548, 0.286, 2.538)
C (-0.531, 0.258, 3.361)
C (-1.674, 0.258, 2.586)
N (-2.500, 0.511, 1.559)
C (-1.282, 0.201, 1.107)
H (1.207, -0.115, -3.711)
H (0.627, -1.639, -3.844)
H (-0.687, -0.242, -3.691)
H (0.777, 1.017, -1.642)
H (1.530, 0.178, 2.835)
H (-0.466, 0.353, 4.338)

The SMILES is C/N=C/N=C1/C=CC2=[N+]=C21. As for the multiplicity: 1. The value obtained for the LUMO energy is -0.273 Ha. Its net charge is +1. As for the HOMO energy: -13.3 eV. For the frontier orbital gap, the calculation gives 5.9 eV. As for the energy above the lowest of the compared OMol25 structures with the same formula, charge and spin: 153.5 kcal per mole.

---

ORCA calculation (ωB97M-V/def2-TZVPD) on a molecular structure, C27H33AsAuF6N5O3PS.

Positions of all 78 atoms, in Å:
Au (-0.131, 1.262, 1.437)
C (-1.560, 5.363, 3.601)
C (-0.881, 4.398, 4.336)
C (-0.632, 3.172, 3.753)
N (-1.028, 2.908, 2.494)
C (-1.720, 3.818, 1.791)
C (-2.011, 5.059, 2.323)
H (-1.730, 6.347, 4.018)
H (-0.534, 4.589, 5.343)
H (-0.111, 2.387, 4.287)
H (-2.007, 3.559, 0.781)
H (-2.564, 5.773, 1.730)
N (-3.901, -2.730, 3.723)
C (-3.700, -1.232, 3.764)
P (-3.292, -0.658, 2.027)
O (-3.566, -1.890, 1.192)
O (-1.967, 0.019, 2.053)
C (-4.611, 0.529, 1.448)
N (-5.596, -0.235, 0.592)
H (-4.809, -3.026, 4.075)
H (-3.198, -3.237, 4.258)
H (-3.819, -3.001, 2.722)
H (-2.868, -0.981, 4.414)
H (-4.597, -0.752, 4.149)
H (-4.097, 1.263, 0.832)
H (-5.119, 1.051, 2.255)
H (-5.124, -1.137, 0.374)
H (-5.829, 0.249, -0.271)
H (-6.475, -0.429, 1.065)
F (-0.851, 1.887, -1.025)
As (0.258, 3.183, -1.765)
F (0.402, 3.856, -0.176)
F (-1.146, 4.094, -2.035)
F (1.383, 4.271, -2.377)
F (0.099, 2.326, -3.249)
F (1.545, 2.053, -1.333)
O (0.453, -0.563, -0.002)
S (1.594, -1.067, -0.816)
C (1.388, -2.913, -0.776)
C (2.468, -3.691, -1.453)
C (2.129, -4.879, -2.183)
C (3.110, -5.695, -2.650)
C (4.480, -5.311, -2.496)
C (4.833, -4.137, -1.756)
C (3.848, -3.336, -1.273)
C (1.332, -0.691, -2.630)
C (0.209, -1.316, -3.365)
C (-1.061, -0.635, -3.446)
C (-1.951, -0.954, -4.434)
C (-1.674, -2.042, -5.279)
C (-0.456, -2.789, -5.144)
C (0.443, -2.459, -4.176)
H (0.388, -3.155, -1.136)
H (1.422, -3.096, 0.304)
H (1.088, -5.162, -2.304)
H (2.856, -6.631, -3.133)
H (5.258, -5.879, -2.998)
H (5.877, -3.884, -1.609)
H (4.113, -2.429, -0.740)
H (2.302, -0.968, -3.057)
H (1.240, 0.397, -2.597)
H (-1.285, 0.163, -2.748)
H (-2.863, -0.384, -4.550)
H (-2.414, -2.348, -6.012)
H (-0.240, -3.594, -5.838)
H (1.384, -2.991, -4.105)
N (6.988, 3.391, 0.985)
C (5.918, 3.043, 1.241)
C (4.577, 2.608, 1.523)
C (3.616, 3.517, 1.949)
C (2.325, 3.068, 2.142)
N (1.975, 1.793, 1.934)
C (2.918, 0.908, 1.579)
C (4.223, 1.271, 1.359)
H (3.862, 4.559, 2.106)
H (1.552, 3.759, 2.447)
H (2.608, -0.122, 1.480)
H (4.955, 0.537, 1.054)

As for the multiplicity: 4. The value obtained for the LUMO energy (spin up / spin down) is -0.390 / -0.523 Ha. Its net charge is +4. As for the HOMO energy (spin up / spin down): -18.7 / -18.8 eV. For the frontier orbital gap (spin up / spin down), the calculation gives 8.0 / 4.5 eV. As for the energy above the lowest of the compared OMol25 structures with the same formula, charge and spin: 23.1 kcal per mole.

---

ORCA calculation (ωB97M-V/def2-TZVPD) on a molecular structure, CHO3Tm.

Positions of all 6 atoms, in Å:
Tm (2.136, 0.261, -0.789)
O (0.755, -1.377, -0.569)
H (0.338, -1.711, 0.226)
O (-1.744, 0.671, 1.280)
C (-1.066, 0.846, 0.357)
O (-0.418, 1.310, -0.505)

As for the multiplicity: 4. The value obtained for the LUMO energy (spin up / spin down) is -0.185 / -0.231 Ha. Its net charge is +1. As for the HOMO energy (spin up / spin down): -12.2 / -15.6 eV. For the frontier orbital gap (spin up / spin down), the calculation gives 7.2 / 9.3 eV.